(1)
100
Properties=species:S:1:pos:R:3:forces:R:3:lowdin_charge:R:1 method="wB97M-V/def2-TZVPD" homo_energy_ev="-8.53 / -11.43" largest_force_ev_per_a=2.30 lumo_ev="-3.468 / -3.708" e_tot_ev=-132188.105 multiplicity=3 orbital_gap_ev="5.07 / 7.72" total_charge=+1 e_above_lowest_ev=0.2312 s_squared=2.0479
C 1.710340 -3.912713 0.223986 0.036 0.035 -0.005 -0.125
H -4.099204 -4.238401 -4.285639 0.000 0.036 -0.017 0.109
H -1.108062 -5.345582 -0.975955 0.001 -0.049 0.029 0.097
H 2.250125 -2.969609 0.249284 0.002 -0.010 0.004 0.081
C -3.151430 -2.483085 -0.993021 0.118 -0.025 0.013 -0.123
H -3.572825 3.922073 0.492969 -0.068 -0.002 -0.013 0.020
C -2.149019 -2.835407 -1.893570 0.320 0.180 0.217 -0.292
C -0.779137 4.327635 -2.145529 -0.113 -0.224 0.266 -0.164
H -0.096208 4.838297 -2.828025 0.071 -0.055 0.010 0.048
H -2.065125 1.851104 3.425719 -0.020 0.000 -0.011 0.019
H -3.121484 3.077573 2.710870 0.009 0.012 0.019 0.033
H -5.250603 -2.443429 -0.571369 -0.023 -0.021 -0.020 0.107
H -1.735461 -3.756644 -3.793989 -0.029 -0.038 -0.008 0.104
H 6.855569 0.176365 2.100655 0.007 -0.017 -0.003 0.111
Si -2.653161 1.763405 -0.372121 -0.130 -0.297 -0.166 0.429
N 3.838548 -0.158412 3.105645 0.074 -0.072 0.201 0.174
C 0.366015 -1.297266 5.293303 0.121 -0.004 -0.052 -0.049
H -3.533773 0.365574 -2.238604 -0.024 0.014 0.040 0.041
H -1.204137 5.076891 -1.475671 0.041 -0.003 -0.011 0.027
C -0.867733 2.173574 0.187782 0.007 0.126 0.303 -0.578
H -2.874261 -2.013599 -0.056681 -0.104 -0.026 -0.021 0.074
H -3.390306 3.990274 -1.259533 0.002 -0.005 0.022 0.023
C 0.805056 -1.876196 -2.938192 -0.173 -0.177 0.295 -0.286
C -0.757539 5.106770 1.502197 0.080 -0.314 -0.063 -0.131
Ge -0.283488 -2.489581 -1.415750 0.033 -0.479 -0.404 0.970
C -2.607057 0.914673 -2.058949 -0.029 0.235 0.196 -0.159
C 2.250716 -5.001799 0.890154 0.033 -0.028 0.054 -0.079
H -1.597956 5.440292 0.888952 -0.017 -0.023 0.023 0.034
C -3.679408 3.345326 -0.429340 0.219 -0.154 -0.013 -0.156
H 1.535643 4.078162 3.501856 0.002 -0.025 -0.006 0.096
C 2.978982 -1.232264 -3.772372 0.041 0.047 -0.002 -0.087
C -0.161799 -5.248223 -0.454897 -0.035 0.073 -0.095 -0.099
H 2.176243 2.430211 3.667715 -0.010 -0.001 -0.056 0.082
O 0.656795 2.639959 2.296001 0.007 -0.073 -0.085 -0.384
H -1.785449 0.197899 -2.107349 -0.009 -0.017 -0.023 0.002
H 6.242783 -0.280365 3.671131 0.022 0.025 0.020 0.113
C 1.582867 -6.218600 0.884173 -0.025 0.011 -0.022 -0.077
H -1.944241 3.536733 3.929701 0.050 0.029 -0.017 0.046
N 6.086730 0.010156 2.723570 0.016 0.007 0.016 0.181
C 2.406510 -0.847501 -4.977470 -0.013 0.027 -0.006 -0.077
C -4.826333 -3.355050 -2.472312 -0.002 0.022 -0.010 -0.072
H -1.790460 -0.456553 2.811718 0.003 -0.012 0.055 0.089
H 1.625010 4.836538 -0.463222 -0.007 -0.036 0.010 0.029
C -0.869983 -0.593915 3.365777 -0.288 -0.084 -0.018 -0.135
Si -0.817289 3.242245 1.748575 -0.176 0.291 -0.031 0.342
N 4.688385 0.396256 0.956607 0.161 0.046 0.021 0.171
H 2.004114 -7.070014 1.402340 -0.010 0.004 0.008 0.107
C 3.451834 0.531173 0.526965 0.104 -0.145 -0.106 -0.438
H -2.485921 1.629887 -2.875350 0.028 -0.010 0.009 0.030
C 1.271079 3.018591 3.525366 -0.033 0.016 0.103 -0.086
H 0.598537 2.835285 4.367481 0.022 -0.020 -0.018 0.093
H -0.151278 1.739395 -3.371877 -0.020 -0.061 0.022 0.036
H -3.777282 1.028363 1.779472 0.044 0.032 -0.010 0.026
C 2.609428 -0.045928 2.608678 -0.024 0.039 -0.016 -0.311
N 2.346959 0.405283 1.317453 -0.024 -0.112 -0.134 -0.003
H -4.737317 3.104124 -0.550437 -0.007 -0.041 0.022 0.044
C -3.834304 -3.730860 -3.367211 -0.047 -0.041 -0.031 -0.072
Mo 0.302938 0.579480 0.829704 -0.514 -1.101 -0.833 1.508
C 1.471452 -0.402662 3.361694 0.053 0.095 -0.193 -0.224
H 2.495800 -1.067910 5.113438 -0.007 -0.003 0.021 0.116
N 0.262059 -0.225906 2.716294 0.042 -0.048 0.289 -0.098
N 3.288798 0.766206 -0.782488 -0.132 0.126 0.291 0.202
C -4.484450 -2.730802 -1.280641 0.003 0.006 0.043 -0.076
H 0.586856 -0.675029 -6.101352 0.018 -0.006 -0.004 0.109
H 4.048167 -1.138846 -3.624399 0.004 -0.025 -0.018 0.106
H 0.791064 -1.322276 0.509300 0.004 -0.490 0.007 -0.027
H 2.639734 -2.049482 -1.825580 0.029 0.001 -0.035 0.087
H 2.049156 3.369284 0.410371 0.089 0.014 -0.019 0.011
C 0.239880 -1.483072 -4.148118 -0.048 -0.027 0.099 -0.112
H 1.558539 1.998676 -3.086579 0.014 0.046 0.055 0.047
H -0.831336 -1.565882 -4.291919 0.008 0.031 -0.059 0.095
C 0.373666 -6.338810 0.215204 -0.008 -0.054 0.042 -0.075
H -4.419577 0.199087 0.366878 0.002 0.022 -0.035 0.040
C 1.037844 -0.975503 -5.164102 -0.041 0.034 -0.050 -0.075
C 2.181214 -1.741812 -2.759536 -0.007 -0.110 -0.007 -0.131
H -1.589769 3.905924 -2.742907 0.004 0.039 -0.007 0.025
Si 0.166121 2.969659 -1.236195 0.314 0.274 -0.491 0.442
H 2.380077 0.765786 -1.207228 -0.032 -0.036 -0.200 0.037
C -3.501745 0.572568 0.827591 0.150 0.146 -0.044 -0.174
H 3.026376 -0.450643 -5.770979 0.001 -0.009 0.000 0.108
H -0.827911 5.630565 2.457525 0.004 -0.051 0.036 0.045
C 0.620864 1.714958 -2.601338 -0.103 0.169 0.329 -0.185
C -0.871907 -1.116071 4.623024 0.060 0.073 -0.012 -0.050
H 3.190117 -4.903173 1.419524 -0.001 0.011 -0.019 0.106
H -5.865030 -3.550638 -2.704271 0.003 -0.018 0.012 0.108
H -0.158048 -7.281603 0.221803 0.015 -0.001 -0.021 0.108
C 1.522232 -0.941982 4.662680 -0.094 0.011 0.076 -0.001
H 0.389304 -1.734514 6.281725 0.008 0.039 0.013 0.112
H 0.697186 0.673302 -2.279174 -0.005 0.026 -0.075 -0.017
C 1.763287 3.757758 -0.567933 -0.287 -0.066 0.085 -0.178
H 0.161279 5.426605 1.008229 -0.056 -0.005 0.021 0.026
C -2.109834 2.881949 3.071303 0.167 -0.021 -0.348 -0.137
C -0.042514 -0.996281 -0.174235 0.520 1.955 1.097 -0.307
H -2.869050 -0.293737 1.030236 -0.029 0.023 -0.004 -0.016
C 0.503116 -4.024760 -0.463790 -0.184 0.319 -0.190 -0.268
H 4.115664 0.817496 -1.350388 -0.015 0.005 -0.050 0.123
H 2.600237 3.613845 -1.250332 -0.025 -0.080 -0.083 0.031
C -2.501940 -3.466762 -3.083684 0.120 0.017 -0.009 -0.110
H -1.804178 -1.384319 5.096957 -0.027 -0.018 -0.066 0.110
C 4.835029 0.090237 2.262031 -0.235 0.083 -0.131 -0.447


(2)
54
Properties=species:S:1:pos:R:3:forces:R:3:lowdin_charge:R:1 method="wB97M-V/def2-TZVPD" homo_energy_ev=-8.51 largest_force_ev_per_a=0.57 lumo_ev=0.618 e_tot_ev=-31004.973 smiles="CCCC[C@H]1CC[C@@H](C(=O)N(C)CC(=O)Nc2cccc(F)c2)CC1" orbital_gap_ev=9.13 e_above_lowest_ev=0.1973
H 0.440841 9.453240 -0.488955 -0.019 0.140 0.014 0.067
N 1.355151 -0.770121 1.406988 0.171 -0.256 -0.133 -0.079
H 0.685743 7.300814 -1.702588 -0.070 -0.056 -0.036 0.110
H 1.340028 -1.739076 3.236157 -0.022 0.056 0.032 0.100
H 1.951399 6.316301 0.890044 0.093 0.034 0.078 0.105
C 1.470034 -0.728353 2.845080 0.018 0.134 0.296 -0.028
C 1.503309 4.872399 -0.656545 -0.124 0.181 0.277 -0.181
C -2.844709 -4.136200 -1.939147 0.115 -0.070 0.122 -0.278
H 1.758196 2.032069 2.465409 0.099 -0.047 -0.045 0.109
H 1.289301 8.779820 0.903560 0.030 0.060 0.114 0.071
H -3.842289 -6.017636 -1.759573 -0.098 -0.040 -0.055 0.113
C 1.300052 2.287995 1.509000 -0.101 0.114 0.214 -0.139
H 0.156132 -2.028472 -0.710895 0.130 -0.189 0.202 0.109
C -2.100646 -5.866688 -0.495325 -0.070 0.162 -0.137 -0.073
H -1.702457 -2.331185 -1.970932 -0.020 0.120 -0.073 0.127
H 0.629077 2.485298 -1.168355 0.056 0.000 -0.099 0.117
H 2.349401 -1.599115 -0.221569 0.021 -0.035 0.143 0.134
C 0.797564 7.324563 -0.616192 0.244 0.053 0.185 -0.273
C 0.373732 4.201760 0.135263 0.134 -0.037 -0.214 -0.323
C 2.034591 -1.896650 0.782353 0.041 -0.104 -0.200 -0.051
C 1.112059 -3.121747 0.687875 0.367 0.437 0.020 -0.437
H 1.218763 4.909946 -1.710704 0.052 -0.056 -0.094 0.116
H 0.709506 -0.091140 3.285617 0.019 -0.001 0.010 0.085
H -0.433417 4.927841 0.268940 -0.020 -0.015 -0.006 0.130
H -2.211543 -6.857537 -0.082497 -0.006 -0.087 0.038 0.107
H -0.338749 -5.437666 0.644323 0.012 0.003 0.010 0.097
C 1.841404 6.291732 -0.196296 -0.201 -0.120 -0.274 -0.221
H -1.377016 1.250715 -0.333894 -0.070 0.050 0.095 0.113
N 0.151077 -2.941183 -0.248597 -0.148 0.331 -0.408 0.143
C 1.191684 8.730124 -0.178994 -0.164 -0.157 -0.110 -0.118
H -0.873103 3.364578 -1.418517 0.062 -0.001 -0.088 0.121
H -0.411191 1.120176 2.155056 0.090 0.006 -0.012 0.136
C -1.045038 -5.074172 -0.082700 0.218 -0.053 0.196 -0.017
C 0.841886 3.742336 1.526533 0.066 -0.021 -0.032 -0.147
C -3.015487 -5.410425 -1.428792 -0.123 0.081 -0.130 -0.026
F -3.726595 -3.670255 -2.850127 0.089 -0.028 0.080 0.055
H 0.029402 3.844901 2.248764 0.011 0.037 0.086 0.120
C -0.890112 -3.793564 -0.608881 -0.308 -0.418 0.017 -0.208
H 2.908239 -2.156811 1.381845 -0.127 -0.050 -0.055 0.133
H 2.059808 2.161984 0.735174 0.093 -0.046 -0.012 0.127
C -0.179645 3.007683 -0.655579 -0.220 0.074 0.205 -0.159
H 2.397753 4.249071 -0.582191 0.034 -0.126 -0.077 0.116
C 0.648850 0.066972 0.614601 -0.120 0.066 0.359 -0.411
H -0.170173 7.073407 -0.178522 -0.078 -0.034 -0.070 0.100
O 0.499874 -0.198417 -0.573843 -0.029 0.180 -0.418 0.035
C -1.803303 -3.319835 -1.550049 -0.113 -0.063 -0.051 0.054
H 2.144491 9.014465 -0.620685 0.104 0.076 -0.017 0.070
H 2.803681 6.578580 -0.627748 0.058 0.052 0.079 0.113
C 0.110882 1.350988 1.222064 -0.148 0.004 -0.186 -0.220
H 1.663141 4.373213 1.869349 -0.032 0.066 0.088 0.107
H 2.456858 -0.363650 3.144418 -0.031 -0.018 0.050 0.098
O 1.254710 -4.092438 1.398968 0.046 -0.244 0.172 0.073
C -0.887017 2.020279 0.263856 0.022 -0.143 -0.196 -0.143
H -1.654452 2.543698 0.836748 -0.034 0.000 0.046 0.120